Entry 1:
Molecular formula: C45H38F48O10
Method: DFT, ωB97M-V/def2-TZVPD

```
141
Properties=species:S:1:pos:R:3:forces:R:3:lowdin_charge:R:1
F -1.33673 -1.12232 -11.21987 0.22 0.09 -0.02 0.1507
F 1.65154 -5.61127 1.42629 0.20 0.06 0.17 0.1018
F 0.00418 -1.62248 -6.84133 -0.22 0.16 0.04 0.1046
F 9.75408 -7.99076 -1.48771 -0.18 0.17 0.15 0.1001
F 2.25909 -2.21769 10.77410 0.07 -0.08 -0.09 0.0949
F 3.62008 -4.02584 0.12324 -0.07 -0.14 0.02 0.1250
F -1.51489 2.38584 -7.45475 -0.22 0.11 0.20 0.1234
F 1.23283 -5.04743 -0.63109 0.07 0.12 -0.01 0.0945
F -8.66544 10.94198 5.11235 0.21 -0.03 0.18 0.1039
F 4.33614 -5.96487 2.01922 -0.16 0.10 -0.06 0.0967
F 6.04950 2.19878 9.48531 -0.04 0.00 -0.12 0.0978
F -9.96870 9.35914 6.84221 0.03 0.10 -0.10 0.0977
F -0.80020 1.97824 -4.87827 -0.16 0.15 -0.17 0.0945
F 4.02688 1.11291 8.02478 0.06 0.00 0.22 0.1491
F 1.62972 4.51927 -4.88588 0.16 -0.20 -0.08 0.1092
F 5.86329 1.29272 6.89667 0.12 0.09 0.08 0.1414
F 0.24338 0.48614 -9.64118 0.02 -0.18 -0.17 0.1086
F 2.90826 -0.25061 10.11411 0.21 0.09 -0.13 0.0983
F -7.44633 6.64596 3.97329 -0.21 -0.06 0.07 0.1466
F 7.60283 -5.46274 1.77661 -0.09 0.16 -0.04 0.1315
F 4.26707 -3.83831 4.81973 0.16 -0.15 0.07 0.1366
F 9.22564 -6.22801 0.56879 -0.08 0.05 -0.23 0.1526
F 1.40916 -1.83914 -8.49175 0.01 0.14 -0.06 0.1344
F 8.78496 -10.80760 0.37785 0.27 0.01 0.08 0.1030
F 5.65423 0.18173 10.21937 -0.17 -0.05 -0.05 0.1037
F -10.28682 6.83285 3.48410 0.14 0.09 0.18 0.1084
F 3.11268 -3.37043 8.50535 -0.26 0.08 -0.08 0.1056
F -2.98345 3.70198 -5.35585 0.19 -0.09 0.00 0.1015
F 0.50456 -1.42284 -13.20014 -0.12 -0.04 0.04 0.1004
F -7.20311 6.58413 1.82607 -0.10 -0.12 -0.05 0.1434
F 9.76574 -10.09930 -2.01663 -0.08 -0.06 0.10 0.0963
F -9.16131 7.55937 5.92855 0.06 -0.08 -0.26 0.0987
F 4.70344 -2.40278 9.63216 -0.06 0.11 0.10 0.1324
F -1.39577 -3.08868 -12.11674 0.10 -0.02 -0.12 0.1456
F 7.45819 -9.49393 -0.74208 0.10 0.08 -0.10 0.1358
F 4.50542 -6.50397 4.12649 -0.10 0.13 0.07 0.1038
F 2.51876 -4.65006 3.83901 0.09 -0.23 -0.08 0.1542
F -9.27457 5.03909 2.76202 0.03 0.14 0.05 0.0807
F 2.07189 -2.53287 -0.21741 -0.27 0.02 0.07 0.1041
F -10.06749 9.58329 4.14882 -0.02 -0.13 0.10 0.1346
F 7.24644 -6.75043 -1.47036 0.17 -0.11 0.05 0.1076
F 1.06287 0.71814 -7.63928 -0.05 -0.13 0.08 0.0799
F 0.55356 2.63041 -3.30914 0.13 0.22 -0.19 0.0791
F 7.50106 -4.67092 -0.85447 0.06 -0.01 0.12 0.1014
F -2.36798 3.84417 -8.81026 -0.21 -0.06 0.05 0.1531
F 1.53812 -1.35546 -11.27884 -0.11 0.08 0.14 0.1023
F -4.15342 2.82527 -6.97685 0.10 -0.01 -0.10 0.1010
F -0.50327 4.79067 -4.54550 -0.06 -0.17 0.05 0.1312
O 3.90877 -3.26757 2.73345 0.01 -0.73 -0.33 0.0479
O -0.51424 -2.91126 -10.11644 0.54 0.60 -0.11 0.0449
O -7.34955 -0.65598 1.79273 0.72 1.02 0.18 0.1128
O -7.14913 3.69376 -0.34043 0.67 -0.69 1.05 0.1115
O 0.53507 0.24053 1.26677 -0.46 -0.34 0.40 -0.0606
O -8.06816 8.40199 2.69734 -0.57 -0.32 0.46 0.0465
O 5.27294 -0.71097 7.56430 -0.12 0.14 0.76 0.0455
O 7.54754 -7.58186 1.21674 0.05 0.07 -0.78 0.0434
O 0.04434 -0.79023 3.21575 -0.43 0.52 -1.88 0.0797
O -1.05319 4.58069 -7.22431 -0.28 -0.38 0.73 0.0503
C -8.01307 7.02879 2.81228 0.61 0.69 0.05 -0.5359
C -1.01584 1.49306 -0.84230 -1.04 0.41 -0.67 -0.1851
C 6.11454 0.88453 9.16892 0.30 0.09 0.24 -0.2876
C 2.48014 -3.51048 0.64003 0.73 -0.04 0.18 -0.4350
C 3.62346 -2.15697 8.85875 0.73 0.08 0.00 -0.4388
C -7.30533 2.82276 1.88401 0.30 0.31 -0.07 0.0269
C -6.82686 0.44820 1.73253 -0.49 -0.97 0.07 -0.3024
C -7.75552 9.26643 3.78577 0.56 0.18 -0.28 -0.0366
C 5.27583 0.62312 7.91459 -0.42 -0.50 -0.67 -0.5374
C 0.37665 2.59490 -4.65495 0.28 -0.33 0.19 -0.2891
C 9.79878 -9.23384 -0.97594 0.33 -0.25 -0.19 -0.3089
C 4.67432 -5.49765 3.23850 0.46 -0.33 0.03 -0.2840
C -3.55825 1.41076 -0.69670 2.22 0.03 -1.57 -0.2266
C -0.65236 -2.27563 -11.33505 -0.60 -0.23 0.64 -0.5362
C 0.07663 0.11198 -8.36181 -0.03 0.26 0.18 -0.3063
C 0.17001 -1.40315 -8.17789 0.47 -0.48 -0.41 -0.4346
C 8.61531 -9.52310 -0.04807 -0.68 0.31 -0.02 -0.4410
C -2.36809 1.75158 -1.56392 0.48 0.55 0.95 -0.1167
C -8.94132 8.87498 6.10623 -0.02 0.11 0.45 -0.3086
C 3.80336 -4.30524 3.63549 -0.61 0.92 -0.17 -0.5290
C 2.53076 -1.46688 9.67992 -0.41 -0.14 0.17 -0.3072
C -6.72879 2.92122 0.51366 -0.53 0.81 -0.83 -0.2900
C -9.38344 6.38158 2.59702 -0.45 -0.13 -0.22 -0.2752
C -4.63970 -0.12985 0.71167 0.39 -1.97 0.69 -0.0019
C -2.01426 3.64003 -7.52438 0.92 0.34 -0.33 -0.5253
C 1.37155 -4.56611 0.62808 -0.37 -0.08 -0.25 -0.3058
C -3.59105 0.21296 -0.06344 1.09 -1.22 -0.16 -0.0378
C 7.08162 -5.89153 -0.44841 -0.35 0.17 -0.21 -0.2834
C -3.27195 3.80357 -6.66686 -0.38 0.11 0.13 -0.2826
C -5.60273 1.96187 0.26533 -1.63 1.31 0.32 -0.0996
C -4.56694 2.28664 -0.53044 -0.12 1.71 -0.97 0.0368
C -7.34275 1.63792 2.46658 0.00 -0.31 0.29 0.0308
C 0.69564 -2.08320 -12.03563 0.32 -0.06 -0.24 -0.2869
C -0.93305 2.11039 0.54184 0.58 -1.03 0.48 -0.1629
C -8.87495 9.63654 4.77928 -0.32 -0.18 -0.64 -0.4415
C 2.79475 -2.80556 1.97365 -0.07 0.54 0.36 -0.0337
C -0.31729 -0.38572 2.12215 0.89 -0.70 2.09 -0.3066
C 0.39949 4.02541 -5.19917 -0.59 0.45 -0.10 -0.4363
C -5.63456 0.75024 0.87533 -2.42 -0.14 1.43 -0.1202
C 0.23186 4.21833 -6.71802 0.28 0.16 -0.63 -0.0274
C 4.07770 -1.48745 7.54658 0.00 -0.02 -0.63 -0.0337
C 7.89945 -6.32425 0.77206 0.35 -0.68 0.62 -0.5284
C 0.37014 1.66469 1.24033 -0.90 0.93 -0.49 -0.1664
C -0.87532 -2.28276 -8.89166 -0.56 -0.38 0.06 -0.0357
C 8.46814 -8.66871 1.22671 0.05 0.02 0.66 -0.0358
H 10.74656 -9.36987 -0.44726 -0.04 0.02 0.07 0.1723
H 1.90609 -2.68573 2.59308 -0.09 -0.26 -0.02 0.1308
H 9.43617 -8.37177 1.62980 0.11 0.11 -0.26 0.1453
H -1.03226 -3.12225 -8.21573 0.12 0.00 0.02 0.1489
H 1.17935 1.99572 -5.09210 0.00 0.06 -0.06 0.1712
H -0.26166 1.95051 -1.47513 0.24 -0.26 0.10 0.0913
H -7.50432 10.20553 3.29483 -0.12 0.02 -0.01 0.1480
H -4.65751 -1.08360 1.21082 -0.17 -0.22 0.09 0.1334
H 4.32474 -2.31571 6.88434 0.06 -0.05 0.10 0.1319
H -7.64911 3.69270 2.42117 -0.13 0.16 -0.39 0.0968
H 0.66766 3.39193 -7.27898 -0.14 -0.23 0.14 0.1375
H 1.20471 2.06675 0.68002 0.37 -0.13 0.14 0.1279
H -2.38833 1.19874 -2.49912 -0.05 0.05 -0.17 0.1198
H 0.34535 2.05347 2.25782 0.42 -0.04 0.11 0.1272
H -8.01770 9.01021 6.67620 0.03 0.01 -0.07 0.1726
H -9.75528 6.58803 1.59178 0.17 0.01 -0.05 0.1798
H 3.26123 -0.95954 7.05395 -0.08 0.16 0.25 0.1474
H 6.01976 -5.84309 -0.19509 0.04 0.00 0.11 0.1661
H -2.78231 -0.48949 -0.17241 0.25 -0.11 -0.15 0.1196
H 0.84623 5.08530 -6.95616 -0.05 0.06 0.11 0.1502
H -0.87985 0.48378 -8.00472 -0.08 -0.15 0.02 0.1493
H -0.86635 0.41933 -0.83497 0.36 -0.15 0.26 0.1052
H 1.15655 -3.05126 -12.24214 -0.10 -0.04 0.02 0.1758
H 3.08411 -1.79371 1.69343 0.05 -0.05 -0.10 0.1498
H -1.35845 -0.56154 1.81209 0.14 0.28 -0.41 0.1376
H -0.96915 3.19754 0.51646 0.09 0.13 -0.09 0.1278
H -6.84531 8.95459 4.29768 -0.14 -0.20 0.18 0.1453
H 0.41751 -4.12710 0.93413 0.05 0.05 0.05 0.1719
H 7.15605 0.60866 8.99152 -0.03 0.00 -0.11 0.1751
H -4.54095 3.24260 -1.02851 -0.08 0.20 -0.09 0.1394
H -3.73219 4.77611 -6.85164 0.06 0.00 -0.09 0.1776
H -7.73556 1.55024 3.47013 -0.18 -0.38 -0.04 0.1253
H -1.74155 1.78974 1.19919 -0.34 0.03 -0.18 0.1040
H 1.61198 -1.36919 9.09479 0.05 0.00 -0.06 0.1726
H 5.72725 -5.21351 3.21989 -0.05 0.12 0.05 0.1598
H -1.84226 -1.78494 -8.96498 0.11 0.26 -0.11 0.1472
H 8.04363 -9.34859 1.96405 -0.08 -0.04 -0.09 0.1484
H -2.40198 2.82453 -1.75794 -0.14 0.00 -0.41 0.1156
```
Forces are in eV/Å.

Summary:
E ... -198194.5135 eV
SMILES ... O=COCCCCc1ccc2c(c1)C(=O)C=CC2=O.FC(F)C(F)(F)COC(F)(F)C(F)F.FC(F)C(F)(F)COC(F)(F)C(F)F.FC(F)C(F)(F)COC(F)(F)C(F)F.FC(F)C(F)(F)COC(F)(F)C(F)F.FC(F)C(F)(F)COC(F)(F)C(F)F.FC(F)C(F)(F)COC(F)(F)C(F)F
HOMO level ... -9.89 eV



Entry 2:
Molecular formula: C4H9BrNS
Method: DFT, ωB97M-V/def2-TZVPD

```
16
Properties=species:S:1:pos:R:3:forces:R:3:lowdin_charge:R:1
Br -1.55643 -2.02121 -2.72964 0.05 -0.11 -0.03 0.9539
S 0.33304 2.15307 0.05333 0.07 -0.08 0.82 0.8707
N -1.04890 -0.06278 -0.85036 1.40 0.65 0.57 -0.0761
C 1.00386 0.42708 0.34012 -2.31 -0.24 2.57 -0.5695
C 0.31741 -0.43758 -0.68661 2.45 0.46 -2.92 -0.2712
C -1.87230 -0.60702 -1.63240 -2.84 1.68 0.60 -0.5661
C 0.89543 -0.25697 1.76020 -2.35 3.74 1.06 -0.0589
H 1.41024 0.20426 2.65733 -0.59 0.27 -1.37 0.1068
H 0.38083 -1.48039 -0.54051 0.18 -1.22 0.69 0.1079
H 1.95936 0.59408 0.04036 2.97 -0.14 -0.51 0.0503
H -2.89354 -0.10026 -1.56255 1.19 -1.17 -0.70 0.1412
H 1.32812 -1.17331 1.74670 1.13 -3.03 -0.60 0.0325
H 0.04040 2.50315 1.31902 0.04 -0.14 -0.06 -0.0809
H -1.05419 0.91631 -0.31949 -1.24 -0.62 -0.81 0.0618
H -0.21126 -0.37173 2.06093 1.60 0.12 -0.51 0.1150
H 0.96794 -0.28669 -1.65645 -1.74 -0.17 1.21 0.1826
```
Forces are in eV/Å.

Summary:
E ... -86653.3410 eV
SMILES ... C[C@H](S)C/[NH+]=C\Br
HOMO level ... -14.11 eV
Energy relative to the best compared isomer or geometry (same formula, charge and spin) ... 0.940 eV
Charge ... +1



Entry 3:
Molecular formula: C10H10ClNO3Tc
Method: DFT, ωB97M-V/def2-TZVPD

```
26
Properties=species:S:1:pos:R:3:forces:R:3:lowdin_charge:R:1
Tc 0.27130 -0.02614 1.23264 3.29 -0.97 1.24 1.1046
Cl -1.68031 -0.53618 2.17653 -0.56 -0.50 0.17 -0.0105
O 1.77770 -0.05237 2.10778 -1.92 -1.53 -1.83 -0.4423
O 1.22551 1.75809 4.13664 0.93 -1.09 -0.79 0.0850
O 3.01699 0.49805 4.22753 -0.93 0.51 -0.48 0.1061
N 2.03656 0.95952 3.72649 0.46 1.19 2.60 -0.2971
C -0.61664 1.45045 0.01828 0.89 1.53 -0.28 -0.3434
C 0.09706 1.97728 1.23038 -0.32 0.92 -0.56 -0.3617
C -2.19387 -2.22854 -1.09893 0.10 0.56 -0.91 -0.0900
C -0.08676 -2.75300 -1.89234 -1.11 -1.53 2.63 -0.0933
C 1.43987 2.28910 -0.65630 -0.22 -1.53 0.47 -0.0816
C -1.94215 -1.42149 -2.25083 1.16 -0.14 -0.63 -0.1223
C 1.47156 2.17611 0.76149 -1.19 1.26 -0.73 -0.1225
C 0.26888 1.66923 -1.11405 -0.37 1.00 0.48 -0.1001
C -0.63966 -1.74479 -2.74065 -2.51 1.25 0.06 -0.0855
C -1.04674 -3.05076 -0.87693 2.29 -0.16 -1.25 -0.1245
H -3.11575 -2.24468 -0.51938 0.33 0.04 -0.14 0.1036
H 2.37777 2.37089 1.34548 -0.72 0.01 -0.01 0.1127
H 2.23228 2.72695 -1.23912 0.23 -0.44 -0.23 0.0995
H -0.16927 -1.32368 -3.62893 -0.15 -0.11 0.32 0.1018
H -0.94212 -3.80337 -0.09646 0.00 0.30 -0.26 0.0927
H 0.87979 -3.23857 -2.02341 -0.33 0.18 0.11 0.0972
H -0.34769 2.47178 2.10804 0.27 -0.54 -0.43 0.1061
H -1.68332 1.29438 -0.08124 0.08 0.11 0.08 0.0799
H 0.00596 1.49530 -2.15098 0.02 -0.07 0.18 0.0957
H -2.63692 -0.71355 -2.70174 0.28 -0.23 0.19 0.0902
```
Forces are in eV/Å.

Summary:
E ... -32876.3548 eV
2S+1 ... 4
HOMO level (alpha / beta) ... -7.83 / -8.36 eV



Entry 4:
Molecular formula: C2H7N3O
Method: DFT, ωB97M-V/def2-TZVPD

```
13
Properties=species:S:1:pos:R:3:forces:R:3:lowdin_charge:R:1
O 0.50470 -1.32615 -0.03150 -0.11 -0.11 -0.08 0.0172
N 0.91486 0.85478 0.52564 0.00 -0.47 0.02 0.1403
N 2.56069 -0.77572 0.74353 0.03 0.00 0.06 0.1389
N -2.04096 0.31090 -0.11978 0.23 0.14 0.07 0.0190
C 1.26955 -0.47396 0.38151 -0.02 0.24 0.03 -0.6687
C -2.75415 0.44198 -1.14610 -0.40 0.12 -0.34 -0.1255
H -2.99618 -0.35116 -1.85546 0.16 -0.21 0.04 0.0652
H 3.26666 -0.06161 0.70135 -0.02 0.03 -0.02 0.0919
H 2.84743 -1.70091 0.47799 0.06 -0.04 -0.02 0.0979
H 1.36671 1.33112 1.28802 -0.03 0.16 0.00 0.0908
H -1.63941 -0.62333 -0.04900 -0.02 -0.14 0.01 0.0270
H -3.20684 1.40292 -1.39234 0.06 0.09 0.20 0.0558
H -0.09307 0.97113 0.47614 0.05 0.20 0.03 0.0501
```
Forces are in eV/Å.

Summary:
E ... -8705.6700 eV
SMILES ... NC(N)=O.C=N
HOMO level ... -9.89 eV
Energy relative to the best compared isomer or geometry (same formula, charge and spin) ... 0.607 eV



Entry 5:
Molecular formula: C3H8N2O
Method: DFT, ωB97M-V/def2-TZVPD

```
14
Properties=species:S:1:pos:R:3:forces:R:3:lowdin_charge:R:1
O -0.85245 1.89316 -1.87596 0.46 -0.13 -0.79 0.0442
N -1.39370 -0.22846 -1.30787 -0.22 -0.17 -0.75 0.1493
N 0.06712 0.08984 0.98169 1.69 -0.70 0.42 -0.1243
C -0.59233 0.87384 -1.27553 -0.37 0.12 1.61 -0.5286
C 0.84064 -1.18246 1.16246 -1.74 -0.03 -0.78 -0.1093
C 0.51134 0.86268 -0.18147 -1.90 0.39 -0.43 -0.1487
H 0.42369 1.90455 0.10894 0.77 0.23 -0.03 0.1173
H 0.90721 -1.38874 2.22588 0.57 0.02 0.01 0.0746
H 0.24262 -2.00751 0.75369 0.14 0.03 -0.02 0.0649
H 1.47989 0.60176 -0.60035 0.22 0.02 0.09 0.1141
H 0.35338 0.63481 1.78525 -0.37 0.19 0.00 0.0910
H 1.76075 -1.17482 0.58147 0.43 0.03 0.51 0.0695
H -1.53406 -0.77725 -0.47710 0.35 0.06 0.13 0.0816
H -2.21411 -0.10140 -1.88110 -0.02 -0.05 0.03 0.1044
```
Forces are in eV/Å.

Summary:
E ... -8268.2444 eV
SMILES ... CNCC(N)=O
HOMO level ... -9.34 eV
Energy relative to the best compared isomer or geometry (same formula, charge and spin) ... 1.082 eV